Below is a single C22H27N3O6S molecule, with properties calculated with ωB97M-V/def2-TZVPD.

Properties
Molecular weight ... 461.54 g/mol
SMILES ... CC[C@@H](Sc1nc2cc(OC)c(OC)cc2c(=O)n1Cc1ccco1)C(=O)NCCOC
HOMO energy ... -8.1 eV
Total charge ... 0
Kohn-Sham gap ... 8.65 eV
E_tot ... -1868.42262 Eh

The geometry in XYZ format:
```
59
C22H27N3O6S, DFT ωB97M-V/def2-TZVPD
C -2.12285 -3.12026 3.17040
H -1.45653 -3.76405 3.73866
H -3.14081 -3.48510 3.29027
C -1.71978 -3.11099 1.70062
C -2.63338 -2.21438 0.87590
H -3.68002 -2.42769 1.12048
C -2.51255 -2.34289 -0.64449
O -3.49989 -2.47824 -1.33845
N -1.25274 -2.32659 -1.11326
C -0.98286 -2.22705 -2.52675
C -0.59347 -0.80076 -2.91636
O 0.67429 -0.52168 -2.36234
C 1.15297 0.75542 -2.68455
H 0.50867 1.54114 -2.27052
H 1.21911 0.89327 -3.77109
H 2.14424 0.83654 -2.24343
H -1.34393 -0.08888 -2.53742
H -0.55604 -0.71046 -4.01268
H -0.15976 -2.89923 -2.78067
H -1.88933 -2.52205 -3.05940
H -0.51004 -2.01418 -0.48980
S -2.54213 -0.43350 1.31591
C -0.88493 0.08134 1.05836
N 0.02954 -0.79189 0.81001
C 1.31705 -0.36608 0.63346
C 1.65203 0.98961 0.73905
C 2.97728 1.39019 0.55540
C 3.97374 0.47979 0.27140
C 3.63548 -0.89758 0.15877
C 2.31886 -1.28782 0.34463
H 2.08047 -2.33436 0.25218
O 4.47564 -1.92257 -0.11480
C 5.85030 -1.72878 -0.36923
H 6.01492 -1.08914 -1.23816
H 6.36694 -1.30635 0.49448
H 6.23974 -2.72608 -0.57345
O 5.28283 0.84022 0.08887
C 5.63010 2.19738 0.22490
H 5.40160 2.57247 1.22691
H 6.70586 2.23721 0.06025
H 5.12566 2.81944 -0.52074
H 3.18181 2.44469 0.64476
C 0.61883 1.97017 1.00596
O 0.79003 3.17149 1.08474
N -0.66430 1.42416 1.17188
C -1.76490 2.35435 1.37653
C -2.63981 2.42645 0.16761
C -2.33436 2.61212 -1.14937
C -3.56180 2.54155 -1.85196
C -4.51609 2.32191 -0.90864
O -3.96754 2.24947 0.31389
H -5.57862 2.20323 -0.97813
H -3.70603 2.64161 -2.90792
H -1.36104 2.79269 -1.55933
H -2.36339 2.04562 2.23767
H -1.29511 3.32414 1.57697
H -1.79551 -4.12110 1.29048
H -0.68664 -2.77861 1.60767
H -2.06704 -2.11650 3.58588
```

---

Below is 2 unconnected molecules or ions with the total composition C2H6NO3S in a non-equilibrium geometry, with properties calculated with ωB97M-V/def2-TZVPD.

Properties
Molecular weight ... 124.14 g/mol
HOMO energy ... -16.0 eV
Total charge ... +1
Kohn-Sham gap ... 10.92 eV
E_tot ... -758.10558 Eh

The geometry in XYZ format:
```
13
C2H6NO3S, DFT ωB97M-V/def2-TZVPD
C -2.20635 -0.49488 -0.58693
C -0.59621 0.12543 1.09614
N -1.07756 -0.02148 -0.23004
O 4.11564 0.38763 -1.31861
O 2.29043 0.27590 0.31007
O -0.17642 0.05868 -1.21608
S 3.67399 0.58872 0.02665
H -2.88659 -0.51844 0.21496
H -2.36684 -0.70807 -1.61515
H 0.77872 0.09298 -0.92938
H 0.45951 0.56553 0.97242
H -1.37716 0.62295 1.73587
H -0.63115 -0.97495 1.54008
```

---

Below is 11 unconnected molecules or ions with the total composition H22O11 in a non-equilibrium geometry, with properties calculated with ωB97M-V/def2-TZVPD.

Properties
Molecular weight ... 198.17 g/mol
SMILES ... O.O.O.O.O.O.O.O.O.O.O
HOMO energy ... -10.1 eV
Total charge ... 0
Kohn-Sham gap ... 9.98 eV
E_tot ... -840.70431 Eh

The geometry in XYZ format:
```
33
H22O11, DFT ωB97M-V/def2-TZVPD
O -0.17627 -1.80964 -2.54730
H -0.32927 -1.61864 -1.77830
H -0.99827 -2.14064 -2.90730
O -0.08027 -2.22764 3.56970
H 0.16373 -2.57764 2.88370
H -0.23027 -2.93264 4.14870
O 2.02773 1.03036 1.51670
H 2.23973 1.77836 1.06770
H 2.05273 0.31336 0.91970
O -1.45127 1.51036 -1.91130
H -1.44427 2.46136 -1.94730
H -1.81427 1.26936 -2.74030
O 1.64973 3.29236 0.03370
H 1.44173 2.85736 -0.76030
H 0.87273 3.07736 0.43070
O 2.11973 -0.94764 -0.35230
H 1.05573 -0.93864 -0.03430
H 2.38973 -1.59564 0.27270
O -0.55527 -0.44264 0.39470
H -0.60927 -0.96564 1.25070
H -0.39027 0.49036 0.51670
O -3.42327 -0.07564 -0.99430
H -3.79627 0.21736 -1.89030
H -2.48427 0.05736 -1.12130
O -0.68527 2.25436 1.44870
H -0.36527 2.17936 2.33470
H -1.71327 2.20236 1.40170
O 1.18973 1.90636 -2.25830
H 1.66373 1.09536 -2.37530
H 0.28973 1.56736 -2.10030
O 0.62173 -3.49664 1.25370
H -0.36227 -3.67564 1.33170
H 1.13073 -4.11564 0.94270
```